## w
C22H30N4O2 | ωB97M-V/def2-TZVPD

- SMILES: CCCCN(CC)CCNC(=O)c1cc2c(=O)n(C)c3ccccc3c2n1C
- LUMO level: 0.022 Ha
- Charge: 0

XYZ file:
```
58
C22H30N4O2 ωB97M-V/def2-TZVPD
O 2.788 2.983 0.514
O 0.121 -3.117 0.733
N -1.004 -1.184 0.500
N -3.075 0.159 -0.791
N 2.628 -1.591 0.288
N 4.782 1.917 0.244
C 5.532 0.769 0.077
C 5.433 3.211 0.269
C -5.270 0.375 0.505
C 0.136 -1.904 0.566
C 3.399 1.935 0.388
C -2.314 -1.786 0.488
C 7.703 -0.253 -0.261
C -3.093 -1.290 -0.736
C 3.514 -0.561 0.229
C 1.439 0.294 0.513
C 1.357 -1.082 0.454
C 2.794 0.629 0.376
C -7.398 0.845 1.782
C 6.920 0.866 -0.080
C -3.155 0.718 -2.124
C -3.831 0.845 0.243
C -4.476 0.538 -2.881
C 2.928 -2.997 0.195
C 4.937 -0.521 0.054
C -5.982 1.316 1.473
C 7.123 -1.511 -0.295
C 5.760 -1.636 -0.139
H 0.652 1.006 0.660
H -7.888 1.530 2.470
H -4.105 -1.720 -0.714
H 7.402 1.829 -0.064
H -2.591 -1.658 -1.634
H -7.990 0.792 0.871
H 2.004 -3.554 0.345
H -2.184 -2.869 0.451
H -5.258 -0.629 0.935
H 7.731 -2.390 -0.443
H 5.941 3.412 -0.675
H -2.351 0.259 -2.710
H 6.143 3.275 1.095
H -3.271 0.759 1.182
H -7.381 -0.143 2.236
H -5.830 0.330 -0.430
H -3.849 1.904 -0.025
H 3.335 -3.239 -0.788
H 3.637 -3.284 0.972
H 8.771 -0.142 -0.380
H -4.358 0.887 -3.904
H 5.332 -2.621 -0.173
H -2.846 -1.529 1.410
H -6.020 2.319 1.042
H -0.989 -0.210 0.239
H -5.409 1.379 2.402
H -2.933 1.786 -2.044
H -5.274 1.112 -2.417
H -4.765 -0.510 -2.907
H 4.647 3.951 0.415
```


## x
C22H30N4O2 | ωB97M-V/def2-TZVPD

- SMILES: Cc1ccc(-c2ccc(=O)n(CCC(=O)NCCN3CCCC[C@@H]3C)n2)cc1
- LUMO level: -0.007 Ha
- Charge: 0

XYZ file:
```
58
C22H30N4O2 ωB97M-V/def2-TZVPD
O -0.334 -1.488 2.541
O -0.665 1.895 -0.919
N 2.758 0.041 1.982
N -1.228 0.203 0.454
N 1.480 -0.162 2.232
N -4.713 0.074 -0.938
C 5.298 0.594 0.961
C -0.530 1.303 0.138
C 0.870 -1.401 2.320
C -4.818 -1.188 -1.640
C -3.802 1.549 -2.797
C 4.969 -0.643 1.516
C 6.612 0.916 0.693
C -2.248 -0.313 -0.430
C -6.284 1.156 -2.424
C 0.711 1.052 2.454
C 3.079 -2.303 1.856
C -6.439 -0.136 -3.218
C 3.567 -0.964 1.794
C 9.060 0.369 0.657
C -3.655 0.128 0.040
C 7.639 0.020 0.972
C 5.997 -1.539 1.803
C 1.768 -2.511 2.117
C -4.902 1.256 -1.764
C -6.195 -1.316 -2.286
C 7.310 -1.207 1.534
C 0.471 1.835 1.166
H 6.849 1.877 0.259
H 9.261 0.190 -0.400
H -7.042 1.176 -1.639
H -6.441 2.022 -3.069
H -1.107 -0.288 1.333
H -4.683 -1.987 -0.905
H -3.947 -0.504 0.888
H -6.258 -2.260 -2.830
H 9.254 1.421 0.859
H 3.747 -3.131 1.676
H 8.095 -1.912 1.769
H -4.931 2.108 -1.071
H -2.042 0.083 -1.425
H 0.123 2.836 1.429
H -7.442 -0.193 -3.646
H -5.723 -0.160 -4.041
H -2.175 -1.402 -0.451
H 1.423 1.959 0.643
H -4.043 -1.313 -2.415
H 4.506 1.291 0.742
H 5.779 -2.492 2.263
H -2.876 1.837 -2.305
H 1.336 -3.498 2.171
H -3.611 0.688 -3.432
H -6.955 -1.318 -1.502
H 9.750 -0.237 1.240
H -4.114 2.376 -3.431
H -0.223 0.771 2.945
H -3.584 1.159 0.397
H 1.299 1.679 3.131
```


Result of the stability comparison: x is the least stable of them.


## w
C3H13NO3 | ωB97M-V/def2-TZVPD

- SMILES: C=NCC.O.O.O
- LUMO level: 0.025 Ha
- Charge: 0

XYZ file:
```
20
C3H13NO3 ωB97M-V/def2-TZVPD
O 1.369 1.607 -2.807
O 2.709 2.041 -0.349
O -1.457 1.358 -1.841
N -1.204 -0.908 0.416
C 0.066 -1.126 2.595
C -1.950 -1.933 0.334
C 0.117 -1.000 1.070
H 2.107 1.806 -1.060
H 1.520 0.926 -3.430
H -2.994 -1.704 0.529
H -0.311 -2.085 2.957
H -0.535 -0.357 3.072
H 1.102 -0.955 2.888
H 3.003 2.946 -0.428
H 0.400 0.055 1.050
H 0.838 -1.636 0.553
H -2.336 1.695 -1.650
H 0.405 1.584 -2.699
H -1.539 -2.912 0.066
H -1.309 0.597 -1.266
```


## x
C3H13NO3 | ωB97M-V/def2-TZVPD

- SMILES: C=CCN.O.O.O
- LUMO level: 0.016 Ha
- Charge: 0

XYZ file:
```
20
C3H13NO3 ωB97M-V/def2-TZVPD
O -3.570 0.232 -0.755
O -1.911 4.383 -4.309
O -0.744 1.642 -2.971
N 3.056 -0.380 2.069
C 2.439 -1.711 1.960
C 0.994 -1.685 2.582
C 0.067 -2.596 2.102
H 2.514 0.393 2.627
H -0.580 1.252 -2.102
H -4.005 0.995 -1.064
H 0.606 -0.637 2.816
H 3.914 -0.311 2.691
H -4.059 -0.438 -1.327
H 3.003 -2.385 2.455
H -2.155 4.062 -3.463
H -0.875 4.289 -4.206
H 2.258 -2.045 1.026
H -0.437 0.766 -3.387
H 0.494 -3.350 1.284
H -1.008 -2.477 1.973
```


Result of the stability comparison: x is the least stable of them.